Formula: C41H81BCl20FIO3P
Source: OMol25
Level of theory: the ωB97M-V functional and the def2-TZVPD basis

Its multiplicity is 1. The molar mass comes out at 1518.84 g/mol. Its total charge is -1. Its HOMO-LUMO gap is 6.129 eV.

```
149
Properties=species:S:1:pos:R:3:forces:R:3:mulliken_charge:R:1
C 1.81169 1.09317 1.11147 -4.297 -1.446 2.181 -0.81
C 0.61470 0.73612 1.46464 3.699 1.318 -2.015 -0.68
C -0.89514 0.29257 1.73529 1.504 -1.978 -1.790 0.75
P -1.69157 0.96342 3.34109 0.231 -0.546 -2.225 -0.74
F -1.08543 -0.48044 4.13900 -0.516 -0.084 -0.149 -0.69
I -2.72437 1.78078 5.51330 -0.344 0.654 2.409 -0.27
C -3.38626 0.12704 2.99927 -0.960 -1.736 0.631 -0.23
C -3.58159 -1.35132 3.60115 -1.387 -0.342 -0.363 -1.08
C -2.98978 -2.54585 2.68030 -0.311 -0.391 0.264 0.71
C -1.97063 -3.53669 3.45883 -0.911 -0.201 -0.068 -0.47
C -2.17761 -5.06162 2.94239 1.001 -0.541 0.460 -0.38
C -1.03667 -5.57942 1.92553 -0.455 -0.346 -0.405 -0.62
C -0.39129 -4.44014 0.98887 1.369 -0.601 0.114 0.28
C 0.16196 -5.06256 -0.42387 -0.021 0.555 0.746 -0.33
C 0.00387 -4.01068 -1.64947 0.385 -0.922 -0.346 -0.36
C 1.24897 -4.03478 -2.67130 -0.090 1.150 -0.658 0.05
C 2.51590 -3.14777 -2.15856 -0.083 -0.347 -0.290 -0.15
C 3.79501 -4.04343 -1.76144 0.299 0.151 0.144 -0.49
C 5.19799 -3.28600 -1.98232 0.160 -0.045 0.396 0.06
C 5.27821 -1.81436 -1.30829 0.097 0.118 -0.187 -0.64
C -2.39629 2.54912 2.53161 -1.211 2.032 -0.995 -0.27
C -1.72408 3.08330 1.19671 -0.454 -0.576 -0.197 0.08
O -2.30005 4.42230 0.87109 3.602 1.494 -0.456 -0.31
C -1.21405 5.29810 0.51929 -2.260 1.162 -3.879 0.27
O -1.30973 5.96128 -0.57154 0.629 -2.499 4.859 -0.54
B -0.07008 1.83444 3.97277 2.084 -0.202 1.730 1.59
C 0.29865 3.41649 3.88338 0.382 1.464 1.162 -0.11
O 0.93430 1.03003 4.69554 -0.617 1.385 -1.861 -0.56
H 2.92588 1.37349 1.04229 -2.630 -0.618 0.073 0.38
H -1.57796 0.35690 0.79342 1.496 0.324 1.400 0.29
H -0.82055 -0.86106 1.90208 0.015 2.022 -0.207 -0.34
H -4.20849 0.75661 3.52705 1.520 -0.877 -1.396 0.86
H -3.56923 0.04682 1.85571 0.321 0.307 1.891 -0.37
H -4.73932 -1.52040 3.59060 1.777 0.306 0.025 0.33
H -3.31345 -1.45687 4.72462 -0.017 0.354 -2.060 0.26
H -3.87454 -3.22387 2.33854 1.368 1.211 0.570 -0.04
H -2.55351 -2.13272 1.68380 -0.541 -0.650 1.826 -0.42
H -2.21731 -3.56048 4.59573 0.350 0.388 -1.995 0.45
H -0.89876 -3.14802 3.35035 -1.484 -0.764 0.175 0.08
H -2.13625 -5.75175 3.87988 -0.126 1.068 -1.612 0.28
H -3.19298 -5.25836 2.44941 1.310 0.696 0.760 0.04
H -0.23471 -6.15810 2.52882 -1.061 1.148 -1.089 0.26
H -1.50242 -6.36828 1.21008 0.646 1.200 1.235 0.24
H -1.06384 -3.53123 0.80205 0.738 -1.517 0.318 -0.34
H 0.56358 -4.06775 1.53937 -1.743 -0.239 -0.898 0.17
H -0.41334 -6.04446 -0.63153 0.998 1.584 0.108 0.32
H 1.28143 -5.32357 -0.24008 -1.886 0.347 -0.564 0.09
H -0.11974 -2.92681 -1.25957 0.081 -1.826 -0.620 0.18
H -0.92912 -4.33218 -2.25748 1.332 0.782 1.079 0.14
H 0.88398 -3.50965 -3.65138 0.638 -1.071 1.855 -0.29
H 1.57414 -5.09909 -2.99161 -0.569 1.760 0.783 0.09
H 2.14567 -2.48698 -1.28342 0.808 -1.060 -1.342 0.08
H 2.83792 -2.43268 -3.01450 -0.521 -1.146 1.398 0.19
H 3.82372 -5.01001 -2.40417 -0.182 1.569 1.071 0.23
H 3.73067 -4.36218 -0.65108 0.013 0.428 -1.740 0.19
H 5.43422 -3.19637 -3.10731 -0.485 -0.142 1.700 -0.28
H 6.03956 -3.93477 -1.51327 -1.378 1.000 -0.907 0.37
H 5.99792 -1.81402 -0.41386 -1.000 0.002 -1.348 0.23
H 4.26324 -1.43557 -0.90928 1.557 -0.667 -0.804 0.11
H 5.67659 -1.06340 -2.09791 -0.697 -1.157 1.461 0.18
H -2.43776 3.40630 3.31603 0.349 -1.391 -1.577 0.24
H -3.51731 2.38257 2.25613 1.913 0.315 0.429 0.19
H -0.59142 3.22033 1.19155 -1.429 -0.594 0.339 0.10
H -2.00470 2.43363 0.27297 0.552 1.036 1.639 0.06
H -0.27776 5.39611 1.19850 -1.711 -0.531 -0.827 0.30
H 0.69403 3.77580 2.86900 -0.675 -0.687 1.237 0.08
H 1.15734 3.65213 4.64055 -1.580 -0.578 -1.496 -0.47
H -0.56538 4.11920 4.22346 1.331 -1.224 -0.849 0.20
H 1.32704 0.35130 4.10806 -0.856 0.256 0.630 0.27
Cl -4.58717 6.96153 -4.57813 -0.067 0.032 -0.131 -0.22
C -3.44881 6.06035 -3.54377 0.221 -0.133 0.288 -0.35
C -2.00970 6.24523 -3.98065 -0.006 0.092 0.431 -0.28
Cl -1.67482 5.45991 -5.54670 0.032 0.022 -0.202 -0.23
H -3.74020 5.00833 -3.55539 0.062 0.165 -0.088 0.34
H -3.57753 6.43775 -2.52734 0.147 -0.034 -0.119 0.24
H -1.33906 5.79003 -3.24914 -0.194 0.017 -0.012 0.18
H -1.74891 7.30170 -4.06968 -0.122 -0.148 -0.061 0.34
Cl 0.30165 4.77811 7.07095 0.009 0.040 0.105 -0.18
C 1.44075 3.87372 8.09518 0.058 -0.142 0.101 -0.49
C 2.87727 4.05058 7.64615 0.018 0.094 0.261 -0.52
Cl 3.19755 3.26047 6.07922 0.168 0.030 0.140 -0.13
H 1.14378 2.82272 8.08717 0.027 0.141 -0.153 0.32
H 1.32097 4.25328 9.11249 0.113 0.013 -0.103 0.38
H 3.55228 3.59321 8.37271 -0.109 0.015 -0.060 0.34
H 3.14210 5.10569 7.55350 -0.094 -0.156 -0.046 0.30
Cl -5.70560 1.22291 0.75802 -0.109 0.083 -0.048 -0.13
C -6.35702 0.15319 -0.50792 0.037 0.086 0.120 -0.31
C -5.73852 -1.23101 -0.45756 -0.288 -0.052 0.143 -0.89
Cl -4.02028 -1.21673 -0.93216 0.090 0.030 0.024 -0.12
H -6.19402 0.63358 -1.47524 0.018 0.052 0.849 0.29
H -7.43466 0.08439 -0.34078 0.089 -0.091 -0.022 0.30
H -6.25289 -1.89385 -1.15544 0.081 0.106 0.093 0.58
H -5.81019 -1.66752 0.54101 0.112 0.135 -0.091 0.32
Cl 9.28913 5.74484 6.23330 0.075 0.068 0.112 -0.21
C 8.15316 4.43657 5.81458 -0.165 0.030 -0.138 -0.17
C 6.70819 4.84414 6.02044 0.053 -0.138 -0.320 -0.20
Cl 6.30434 5.04685 7.74436 0.032 0.045 0.070 -0.21
H 8.41201 3.55932 6.41141 -0.051 0.163 -0.007 0.28
H 8.32285 4.19488 4.76407 -0.044 0.247 0.395 0.02
H 6.04501 4.06889 5.63025 0.086 0.034 0.072 0.15
H 6.47676 5.77943 5.50695 0.105 -0.089 0.147 0.34
Cl -8.62374 1.99839 -4.20135 0.032 -0.004 0.042 -0.19
C -7.65167 1.02127 -5.32930 0.089 -0.119 -0.189 -0.39
C -7.36146 -0.36301 -4.78330 -0.052 -0.061 -0.240 -0.56
Cl -6.24842 -0.31685 -3.39285 -0.147 -0.261 -1.105 -0.14
H -6.73204 1.56848 -5.54615 -0.108 -0.086 0.145 0.31
H -8.22623 0.94119 -6.25476 0.028 -0.061 0.122 0.32
H -6.88144 -0.97237 -5.55223 -0.025 0.139 0.023 0.31
H -8.27528 -0.87106 -4.46844 0.112 0.158 0.031 0.29
Cl 10.56793 0.39190 3.44640 0.020 0.045 -0.002 -0.19
C 9.18161 0.35491 4.56411 -0.181 -0.041 0.140 -0.35
C 7.87478 0.67915 3.86699 -0.051 -0.298 0.122 -0.41
Cl 7.79339 2.38226 3.34852 -0.077 -0.317 -0.365 -0.21
H 9.38545 1.05154 5.37990 -0.019 -0.027 -0.184 0.23
H 9.13812 -0.65365 4.98085 -0.064 0.091 -0.104 0.32
H 7.03895 0.51724 4.55106 0.123 0.045 -0.015 0.26
H 7.72098 0.05044 2.98778 0.108 0.150 0.084 0.36
Cl 5.67057 -0.68706 -5.47150 0.032 -0.015 0.030 -0.16
C 6.64427 -1.64507 -6.61411 0.060 -0.091 -0.157 -0.43
C 6.94151 -3.03514 -6.08700 -0.098 -0.041 -0.188 -0.50
Cl 8.05713 -3.00301 -4.69863 -0.010 0.014 0.016 -0.17
H 7.56113 -1.09119 -6.82573 -0.104 -0.097 0.137 0.31
H 6.06801 -1.71554 -7.53932 0.026 -0.071 0.122 0.29
H 7.42238 -3.63232 -6.86479 -0.020 0.131 0.041 0.34
H 6.03023 -3.55089 -5.77693 0.104 0.161 0.037 0.32
Cl 2.67320 8.45295 -8.30335 0.043 0.046 -0.032 -0.20
C 1.27837 8.40438 -7.19597 -0.224 -0.083 0.191 -0.37
C -0.02474 8.72303 -7.90198 -0.039 -0.256 0.133 -0.31
Cl -0.11241 10.42730 -8.41603 0.025 0.040 -0.051 -0.20
H 1.47175 9.09961 -6.37663 -0.023 -0.021 -0.200 0.33
H 1.23752 7.39423 -6.78264 -0.074 0.087 -0.105 0.23
H -0.86460 8.55390 -7.22470 0.143 0.005 -0.005 0.18
H -0.16786 8.09598 -8.78413 0.109 0.135 0.099 0.33
Cl -5.76537 -5.17468 0.16601 -0.001 0.078 -0.007 -0.15
C -7.15990 -5.23429 1.27220 -0.131 -0.046 0.138 -0.55
C -8.46740 -4.94271 0.56130 -0.001 -0.252 0.125 -0.51
Cl -8.57826 -3.24566 0.03137 -0.049 0.012 -0.048 -0.14
H -6.97820 -4.52787 2.08494 -0.014 -0.019 -0.185 0.30
H -7.18532 -6.24081 1.69561 -0.057 0.085 -0.096 0.40
H -9.30575 -5.11771 1.23900 0.136 0.052 0.001 0.33
H -8.59992 -5.58036 -0.31505 0.118 0.144 0.082 0.31
Cl -0.25714 -4.13466 -5.89293 -0.056 -0.063 -0.162 -0.16
C -0.83469 -5.75395 -6.35468 -0.123 -0.155 -0.103 -0.45
C -1.36379 -6.53305 -5.16631 -0.162 -0.009 -0.133 -0.49
Cl -0.06906 -6.98806 -4.03163 -0.080 -0.075 -0.037 -0.15
H -0.01293 -6.27858 -6.84633 -0.067 0.069 0.174 0.30
H -1.63220 -5.60948 -7.08699 0.018 -0.027 0.136 0.31
H -1.82641 -7.46158 -5.50793 0.090 0.095 -0.040 0.36
H -2.11317 -5.96368 -4.61252 0.190 0.011 -0.060 0.29
```
Forces are in eV/Å.